(1)
A molecular structure, C31H27Cl5KN3Si2 at a distorted geometry, computed with ωB97M-V with the def2-TZVPD basis set.

The geometry in XYZ format:
```
69
Properties=species:S:1:pos:R:3:forces:R:3
K 0.907 0.580 -0.887 0.53 -0.27 -0.19
C 5.882 0.781 -1.944 -0.42 0.96 -3.02
C 6.297 0.139 -0.799 -6.76 3.67 -1.53
C 5.366 0.216 0.167 -0.04 0.65 4.52
C 4.251 1.103 0.182 -0.55 -3.47 -1.45
N 3.620 1.410 -0.981 4.36 0.08 -1.35
C 4.584 1.252 -2.053 -3.65 0.73 -1.02
C 3.529 1.121 1.479 0.93 1.00 0.14
C 3.992 0.709 2.701 1.61 1.68 5.75
C 3.181 1.113 3.915 1.00 -0.01 -4.88
C 2.061 1.846 3.727 -1.07 -1.48 3.24
C 1.640 2.015 2.388 -1.96 2.04 3.51
N 2.380 1.773 1.416 0.55 -1.22 -3.56
C 0.362 2.672 2.090 -1.15 -0.10 1.04
C -0.273 3.511 3.042 -0.18 -2.01 -2.12
C -1.542 3.989 2.635 1.06 3.26 2.38
C -2.031 3.804 1.369 -2.01 -2.59 -4.46
C -1.359 2.761 0.596 0.11 2.42 3.48
N -0.213 2.217 0.939 -0.02 1.07 0.67
H 6.445 0.902 -2.924 -0.34 -0.55 1.59
H 7.154 -0.228 -0.730 7.09 -3.62 0.79
H 5.516 -0.228 1.202 0.25 0.33 -1.65
H 4.148 1.448 -3.178 1.10 -0.24 3.21
H 5.074 0.642 3.247 -2.13 -0.81 -2.73
H 3.541 1.013 4.880 0.93 -0.68 1.57
H 1.550 1.967 4.800 0.31 0.58 -3.07
H 0.093 3.669 4.079 -0.11 0.06 -1.20
H -1.739 4.779 3.441 -1.37 -0.99 -1.59
H -3.102 3.964 0.461 2.87 0.57 4.11
H -1.948 2.428 -0.174 -0.55 -1.23 -2.33
C -2.412 -2.156 -2.034 -0.52 -0.80 -3.01
Si -2.240 -0.292 -1.454 -1.36 1.99 -0.79
C -1.408 0.954 -2.718 -1.40 -2.33 2.35
C -4.121 0.591 -0.996 0.11 -1.80 -3.70
C -5.211 0.900 -2.023 -1.38 -2.34 4.52
C -6.544 0.610 -1.445 0.31 2.42 -2.01
C -6.782 0.394 -0.100 4.98 -1.84 1.96
C -5.637 -0.007 0.863 -2.26 2.14 -2.30
C -4.315 0.028 0.295 -4.15 1.32 0.61
Si -2.815 -0.768 0.923 2.32 -0.87 0.73
C -2.966 -2.691 1.404 2.23 -0.70 0.97
C -1.758 -0.054 2.518 -2.34 -1.19 0.62
H -2.591 -3.004 -1.237 1.37 1.70 -1.76
H -1.734 -2.318 -3.071 -0.60 -0.13 3.34
H -3.308 -2.326 -2.696 -0.11 0.73 0.92
H -0.688 0.263 -3.136 0.97 0.43 -0.67
H -1.067 1.911 -2.277 0.08 -0.47 -0.38
H 4.877 8.043 4.159 -0.05 -0.08 0.01
H -5.254 1.065 -3.122 1.16 0.14 1.10
H -7.516 0.849 -2.070 2.05 -0.73 0.95
H -7.765 0.304 0.204 -1.87 -0.06 0.88
H -5.901 -0.093 1.975 0.57 -0.35 -1.80
H -1.881 -2.778 1.964 -2.87 0.06 -0.25
H -2.682 -3.459 0.681 -0.16 0.60 -1.02
H -3.839 -3.280 1.859 1.17 1.54 0.31
H -2.246 -0.718 3.497 2.20 1.54 -2.75
H -1.993 1.030 2.823 0.84 -1.53 -0.85
H -0.716 -0.287 2.038 -1.60 0.47 1.95
Cl 1.112 -2.676 -0.123 -0.32 0.32 0.13
C 1.445 -3.311 -1.728 1.94 0.21 -1.62
C 2.206 -2.516 -2.639 -0.26 -0.23 0.31
C 2.705 -3.126 -3.789 -1.32 -0.49 1.48
Cl 3.636 -2.314 -5.061 -0.31 0.27 0.53
C 2.452 -4.493 -3.962 1.82 -0.52 -1.64
Cl 3.377 -5.371 -5.238 -0.55 0.19 0.39
C 1.692 -5.263 -3.131 -0.61 0.34 2.07
Cl 1.572 -6.973 -3.220 -0.12 -0.32 -0.43
C 1.173 -4.654 -1.955 -1.66 0.54 -0.55
Cl -0.225 -5.383 -1.062 1.29 -0.02 -0.48
```
Positions in Å, forces in eV/Å.

Calculated values
HOMO-LUMO gap (spin up / spin down) = 2.1 / 2.1 eV
charge = -2
multiplicity = 1

(2)
A molecular structure, C31H27ClN3O6SSrTe at a distorted geometry, computed with ωB97M-V with the def2-TZVPD basis set.

The geometry in XYZ format:
```
71
Properties=species:S:1:pos:R:3:forces:R:3
Sr 0.022 -0.791 0.748 -0.83 3.42 3.19
O 0.035 -4.370 -0.889 0.00 0.34 -0.68
C -0.150 -3.472 0.068 -1.22 -0.64 0.70
O 0.750 -3.042 0.745 -0.02 -0.63 -0.04
C -1.674 -3.168 0.327 1.26 -0.58 -0.03
C -2.601 -3.815 -0.467 -0.32 0.07 -0.02
C -3.941 -3.614 -0.177 0.03 -0.04 -0.18
C -4.282 -2.773 0.862 -0.04 0.03 0.13
C -3.273 -2.162 1.598 0.08 0.09 0.20
N -1.985 -2.362 1.350 0.10 -0.73 -0.58
C -3.579 -1.288 2.803 -0.06 -0.01 -0.21
O -4.745 -0.596 2.722 0.12 -0.03 0.07
O -2.888 -1.251 3.766 -0.02 -0.04 0.09
H 0.904 -4.167 -1.299 -0.03 -0.12 0.15
H -2.279 -4.444 -1.282 0.02 0.00 0.02
H -4.708 -4.106 -0.761 0.00 0.01 -0.01
H -5.320 -2.610 1.120 -0.01 -0.02 0.01
H -5.054 -0.592 1.810 -0.07 0.05 -0.08
O 1.885 -2.375 -2.342 -0.10 0.04 0.01
S 1.295 -1.131 -1.858 0.87 -0.41 -0.14
O 1.888 -0.623 -0.605 0.31 -0.41 -1.46
N -0.257 -1.221 -1.586 0.14 -0.45 -1.95
C -1.116 -1.396 -2.696 0.20 0.24 1.47
C -0.805 -1.907 -3.925 -0.29 -0.13 -0.56
C -1.811 -2.021 -4.926 0.33 0.05 0.30
C -3.094 -1.636 -4.689 -0.16 0.04 0.12
C -3.445 -1.093 -3.420 -0.14 -0.03 -0.31
C -4.747 -0.634 -3.107 0.05 -0.07 -0.11
C -4.987 -0.074 -1.889 0.10 0.06 0.21
C -3.923 -0.010 -0.953 -0.22 0.03 -0.11
N -2.728 -0.468 -1.187 0.07 -0.20 -0.20
C -2.464 -0.975 -2.425 0.06 -0.03 0.28
C 1.551 0.089 -3.100 0.00 0.33 0.08
C 2.360 -0.156 -4.198 -0.05 -0.01 0.01
C 2.552 0.861 -5.121 0.05 0.01 -0.09
C 1.940 2.094 -4.942 -0.03 -0.02 0.04
C 1.136 2.323 -3.832 -0.04 0.01 0.01
C 0.938 1.322 -2.895 0.07 -0.08 -0.01
H 0.202 -2.230 -4.147 -0.01 -0.04 0.04
H -1.534 -2.425 -5.891 -0.01 -0.01 -0.01
H -3.856 -1.733 -5.454 -0.01 0.03 0.00
H -5.535 -0.721 -3.847 0.02 0.02 -0.02
H -5.961 0.319 -1.628 0.01 0.01 0.00
H -4.079 0.455 0.019 0.03 0.02 -0.02
H 2.826 -1.124 -4.321 -0.01 -0.02 0.04
H 3.183 0.690 -5.984 0.00 -0.01 0.00
H 2.094 2.884 -5.667 0.01 0.00 -0.01
H 0.662 3.284 -3.684 0.02 0.01 0.00
H 0.334 1.491 -2.005 -0.02 0.04 -0.02
Cl -0.675 1.872 0.257 -0.18 0.12 -0.18
C 5.389 4.746 4.434 0.06 0.03 0.03
C 4.363 3.647 4.335 0.08 0.06 -0.06
C 4.071 3.047 3.121 0.03 -0.02 0.02
C 3.112 2.047 2.999 -0.17 -0.13 0.20
C 2.881 1.443 1.645 -0.01 -0.04 0.00
C 2.382 1.621 4.131 0.58 0.59 -0.11
Te 0.794 0.271 4.012 -0.44 -0.70 -0.10
C 2.716 2.197 5.377 -0.10 -0.07 -0.15
C 2.035 1.772 6.647 -0.04 0.00 0.09
C 3.686 3.191 5.455 -0.03 -0.02 0.04
H 5.737 5.043 3.443 0.00 -0.01 0.00
H 6.265 4.438 5.012 -0.01 -0.03 -0.01
H 4.984 5.637 4.922 -0.04 -0.02 0.00
H 4.606 3.367 2.230 0.00 0.00 -0.01
H 3.725 1.640 0.981 -0.02 0.01 -0.02
H 1.974 1.833 1.178 -0.06 0.00 0.02
H 2.757 0.362 1.741 0.08 0.00 -0.04
H 0.966 1.994 6.628 0.01 0.05 -0.05
H 2.489 2.279 7.502 -0.03 -0.03 0.03
H 2.100 0.691 6.790 0.05 0.00 -0.02
H 3.908 3.626 6.426 0.00 0.01 0.00
```
Positions in Å, forces in eV/Å.

Calculated values
ΔE to the lowest compared entry with this formula, charge and spin = 1.486 eV
HOMO-LUMO gap = 4.0 eV
charge = -1
multiplicity = 1

(3)
A molecular structure, C31H27F5IN8O2Sn at a distorted geometry, computed with ωB97M-V with the def2-TZVPD basis set.

The geometry in XYZ format:
```
75
Properties=species:S:1:pos:R:3:forces:R:3
Sn 0.232 -1.217 0.014 0.18 1.25 -0.39
C 2.588 -2.906 3.993 -0.19 0.19 -0.11
C 1.702 -2.990 2.918 0.07 0.03 0.09
N 0.914 -1.973 2.602 -0.11 -0.02 -0.07
C 0.978 -0.866 3.346 0.30 -0.14 0.29
C 1.913 -0.764 4.373 -0.19 -0.08 -0.22
N 2.702 -1.782 4.683 0.25 -0.06 0.25
C -0.021 0.185 3.046 -0.01 -0.30 -0.03
C -0.396 1.137 3.984 -0.15 0.26 0.22
C -1.428 2.018 3.687 0.15 -0.30 -0.34
C -2.041 1.917 2.438 0.00 0.25 0.25
C -1.597 0.956 1.547 0.01 -0.03 -0.06
N -0.622 0.101 1.862 -0.09 0.12 -0.17
C -2.231 0.781 0.220 -0.16 0.09 -0.26
C -3.017 1.760 -0.387 -0.02 -0.19 0.00
N -3.661 1.528 -1.521 -0.09 0.03 -0.05
C -3.548 0.326 -2.076 0.07 0.21 0.14
C -2.689 -0.619 -1.539 0.06 -0.09 0.21
N -2.025 -0.377 -0.411 -0.15 -0.03 0.15
C -1.901 3.010 4.682 -0.08 0.01 -0.02
C -2.073 2.640 6.016 -0.01 0.39 -0.36
C -2.550 3.585 6.914 -0.33 0.26 1.39
N -2.822 4.803 6.489 0.93 -1.77 -1.78
C -2.673 5.206 5.241 -0.50 1.37 0.26
C -2.208 4.313 4.288 0.06 -0.34 0.37
H 3.208 -3.746 4.282 0.00 0.05 0.00
H 1.635 -3.890 2.318 -0.01 0.05 -0.01
H 2.046 0.149 4.944 0.01 -0.05 -0.01
H 0.092 1.180 4.948 0.05 -0.05 -0.03
H -2.878 2.556 2.192 0.00 -0.06 -0.04
H -3.117 2.754 0.034 -0.01 -0.05 -0.02
H -4.126 0.137 -2.973 0.04 -0.03 0.04
H -2.537 -1.589 -1.998 0.06 0.10 -0.04
H -1.871 1.633 6.358 -0.07 0.10 0.14
H -2.713 3.356 7.963 -0.03 0.01 0.00
H -2.920 6.237 5.002 0.02 0.00 0.01
H -2.067 4.651 3.269 -0.05 0.11 0.11
I 2.487 5.882 -5.049 0.07 0.13 -0.10
C 1.843 4.272 -3.923 -0.08 -0.02 0.04
C 1.169 3.223 -4.555 0.16 0.20 0.24
C 0.739 2.153 -3.796 -0.02 -0.11 0.19
C 0.965 2.133 -2.420 -0.14 -0.35 0.31
C 1.631 3.192 -1.798 -0.14 -0.17 0.00
C 2.075 4.265 -2.544 -0.10 -0.11 -0.33
C 0.543 0.956 -1.606 0.23 0.89 -0.98
O 0.152 -0.109 -2.158 0.00 -0.59 0.34
O 0.597 1.022 -0.337 0.06 -0.83 0.57
H 0.992 3.246 -5.622 0.03 0.04 0.05
H 0.219 1.327 -4.264 0.01 -0.02 0.00
H 1.810 3.156 -0.732 0.00 -0.01 0.01
H 2.598 5.084 -2.067 -0.01 -0.01 -0.08
N -0.864 -4.454 -4.321 -0.01 0.04 0.08
C -0.475 -3.000 -4.330 0.28 0.20 0.09
C 0.903 -2.865 -3.714 -0.03 -0.09 0.20
N 0.873 -3.370 -2.333 -0.05 -0.22 -0.27
C 0.532 -4.800 -2.325 0.06 0.25 -0.09
C -0.850 -5.001 -2.920 0.15 -0.09 0.27
H -0.185 -4.971 -4.885 -0.02 -0.06 -0.05
H -1.775 -4.600 -4.755 -0.06 0.03 -0.02
H -1.196 -2.454 -3.726 -0.14 -0.09 -0.04
H -0.498 -2.628 -5.351 -0.03 -0.10 -0.06
H 1.172 -1.812 -3.700 -0.02 0.02 -0.05
H 1.635 -3.408 -4.328 0.02 0.05 -0.03
H 1.800 -3.256 -1.937 -0.02 0.01 0.03
H 0.526 -5.174 -1.303 -0.02 -0.04 0.01
H 1.260 -5.397 -2.893 0.01 -0.04 0.02
H -1.595 -4.453 -2.347 -0.07 0.05 -0.10
H -1.122 -6.054 -2.944 -0.01 0.00 -0.12
F 3.037 -2.494 0.243 -0.01 -0.40 -0.02
C 2.800 -1.179 0.167 0.09 -0.29 -0.34
F 3.255 -0.598 1.255 -0.13 0.32 0.50
C 3.523 -0.623 -1.072 -0.45 0.31 -0.29
F 4.764 -1.057 -1.125 0.19 -0.07 0.04
F 3.512 0.703 -1.056 -0.01 -0.17 -0.04
F 2.871 -1.057 -2.174 0.19 0.03 0.14
```
Positions in Å, forces in eV/Å.

Calculated values
HOMO-LUMO gap (spin up / spin down) = 2.0 / 4.6 eV
charge = +3
multiplicity = 1